2 unconnected molecules or ions with the total composition C5H9NO2, computed with ωB97M-V/def2-TZVPD.

Computed properties:
* HOMO energy: -7.872 eV
* Kohn-Sham gap: 8.65 eV

CARTESIAN COORDINATES (ANGSTROEM)
C -0.554 0.543 -0.712
C 0.946 1.557 1.054
C 0.217 0.061 2.852
C -0.570 -0.628 -2.903
C 1.187 0.536 1.842
N -0.560 -0.519 -1.487
O 0.848 2.552 0.488
O -0.853 -1.759 -0.983
H -0.241 1.383 -1.344
H -0.780 -0.144 2.421
H 0.165 0.776 3.634
H 0.599 -0.864 3.169
H -1.349 -1.438 -3.070
H -0.863 0.335 -3.420
H 0.329 -0.965 -3.351
H -0.787 -1.711 0.031
H 2.264 0.284 1.778